[1]
19
Properties=species:S:1:pos:R:3 method="wB97M-V/def2-TZVPD" homo_lumo_gap_ev="12.5 / 5.1" charge=+2 multiplicity=2 s_squared=0.754
N -1.333 -0.027 0.706
C 1.746 -2.049 -0.915
C 1.772 -1.194 -2.071
C -1.219 1.521 0.517
C -1.341 2.143 1.896
H -1.915 -0.658 0.143
H 0.795 -1.104 -2.654
H -2.396 2.385 2.015
H 2.414 -1.643 -2.898
H 1.307 -3.037 -1.009
H -0.434 -0.502 0.750
H -1.995 1.766 -0.202
H -0.264 1.654 0.020
H 2.868 -2.139 -0.603
H -0.912 3.146 1.796
H 2.045 -0.159 -1.855
H -0.766 1.717 2.712
H 1.380 -1.598 0.028
H -1.752 -0.223 1.624

=====

[2]
10
Properties=species:S:1:pos:R:3 method="wB97M-V/def2-TZVPD" homo_lumo_gap_ev=10.2 charge=0 multiplicity=1
Cl 2.169 -1.097 0.697
Cl -1.836 0.308 1.378
F 0.209 2.052 -0.415
F -2.572 -1.230 -0.510
C 0.900 -0.066 0.057
C 1.118 1.241 0.054
C -1.475 -0.668 0.025
C -0.265 -0.780 -0.504
H 1.947 1.761 0.524
H -0.195 -1.521 -1.306

=====

[3]
39
Properties=species:S:1:pos:R:3 method="wB97M-V/def2-TZVPD" homo_lumo_gap_ev=8.4 charge=0 multiplicity=1 smiles="COc1ccc([N+](=O)[O-])cc1NC(=O)COC(=O)c1ccc(O)cc1"
O 0.683 2.679 1.863
O -3.647 -0.073 -0.560
O 4.911 -1.234 -0.800
O 0.646 -4.414 0.693
O -2.717 2.062 0.726
O 1.890 -2.713 0.281
O 0.468 3.074 -0.347
N 0.801 -3.246 0.402
N -1.140 1.054 -0.594
C -1.331 -0.306 -0.321
C 2.233 1.684 0.356
C -1.717 2.108 0.061
C 3.584 -0.225 0.925
C -2.745 -2.219 0.119
C 3.665 0.697 -1.304
C -2.626 -0.872 -0.239
C 1.102 2.541 0.743
C -0.218 -1.100 -0.130
C -0.897 3.397 -0.137
C 2.684 0.750 1.291
C -0.363 -2.446 0.194
C 2.748 1.658 -0.942
C -4.971 -0.521 -0.375
C -1.630 -3.000 0.337
C 4.065 -0.275 -0.383
H 4.069 0.658 -2.303
H -0.251 1.264 -1.035
H 2.282 0.787 2.292
H -5.601 0.330 -0.624
H -5.207 -1.358 -1.041
H 3.898 -0.973 1.638
H 0.775 -0.684 -0.211
H -3.721 -2.665 0.213
H -1.232 3.934 -1.026
H -5.151 -0.811 0.663
H -1.724 -4.041 0.607
H -1.027 4.023 0.751
H 2.418 2.392 -1.661
H 4.996 -1.918 -0.122

=====

[4]
155
Properties=species:S:1:pos:R:3 method="wB97M-V/def2-TZVPD" homo_lumo_gap_ev="8.0 / 2.4" charge=+1 multiplicity=2 s_squared=0.754
O 1.077 -3.052 2.613
O -3.694 -5.333 -1.521
O -1.195 4.481 3.742
O -3.079 -6.625 2.380
O 4.884 0.638 -0.720
O -5.189 3.723 2.430
O -0.139 -1.626 0.371
O -2.987 1.321 -4.603
O 3.492 6.256 1.821
O 3.071 -0.384 3.161
O 0.969 -2.225 -6.388
N -3.637 -3.850 1.123
N -2.963 3.102 5.873
N 7.224 1.750 -1.718
N -0.421 -0.591 -3.377
N -2.062 -2.605 -1.315
N 3.983 3.709 0.289
N -1.632 1.902 -2.299
C -2.142 -5.809 1.642
C 5.466 0.265 -1.954
C 2.831 2.021 3.230
C 1.555 -4.243 2.098
C 2.947 4.685 0.134
C -3.365 3.477 0.815
C 2.530 5.271 1.456
C -2.148 2.516 -4.505
C -2.137 -3.534 -2.429
C -3.844 3.228 2.221
C 0.591 -0.866 -4.306
C 0.710 -3.324 -7.149
C -3.733 1.255 -5.838
C 7.712 -0.568 -1.311
C -0.899 2.017 5.264
C 1.845 3.929 -0.599
C 1.983 -4.976 3.352
C -0.966 0.530 1.356
C 1.971 -1.074 -3.620
C 6.944 0.423 -2.134
C -3.565 -4.279 -2.424
C -1.362 4.288 -2.913
C -3.036 -7.926 1.958
C 0.174 -0.231 0.533
C -2.110 2.977 -3.093
C -1.109 4.597 5.128
C -4.934 -6.061 -1.577
C -2.461 -3.834 3.145
C 3.477 0.360 -0.614
C -1.005 5.590 2.858
C -1.535 3.315 5.902
C 3.437 6.606 3.172
C -2.377 -4.310 1.728
C 2.279 0.676 3.684
C 0.120 -2.065 -5.217
C -0.985 -4.517 -2.392
H 2.592 -1.188 3.373
H -0.941 -2.097 -5.462
H -1.881 5.084 -3.446
H -1.112 1.144 5.880
H 1.826 -1.776 -2.798
H 4.280 3.807 1.249
H 5.336 -0.805 -2.116
H -1.093 3.392 6.895
H 0.359 -2.935 -4.605
H -4.165 2.187 -6.201
H 3.858 2.022 3.594
H -1.168 0.110 2.341
H 2.352 4.423 2.117
H -0.915 -1.793 -0.168
H 2.356 -0.153 -3.184
H -1.118 -5.162 -1.524
H -3.688 -8.477 2.636
H 2.704 -4.386 3.918
H -2.059 -6.096 0.594
H -4.381 -3.623 -2.122
H -2.184 -3.135 -0.464
H 7.198 0.386 -3.193
H -2.452 3.301 -5.198
H 1.135 4.703 -0.892
H -4.938 -6.923 -2.243
H -0.628 1.789 -2.323
H -1.167 -5.989 2.094
H 2.839 0.627 -1.456
H -3.166 3.101 -2.851
H 3.050 0.812 0.281
H -0.171 6.083 3.357
H 0.180 2.158 5.200
H 1.102 -0.226 1.105
H -3.199 -8.054 0.888
H 0.711 -4.673 1.558
H -1.287 1.955 4.247
H -2.027 -8.307 2.119
H -0.833 1.612 1.334
H -1.660 5.463 5.497
H -4.550 0.537 -5.781
H 1.235 0.565 3.392
H 4.092 7.458 3.354
H 2.750 -1.552 -4.215
H 0.776 0.048 -4.870
H 8.705 -0.144 -1.164
H -0.374 4.281 -3.374
H 2.564 -5.833 3.014
H -4.449 -3.977 1.710
H -0.337 -3.333 -7.455
H -3.325 4.526 0.522
H 2.292 0.449 4.750
H -3.449 3.868 6.317
H -2.080 -2.932 -3.336
H -1.598 -3.900 1.084
H -3.969 -4.400 0.344
H -2.809 -1.925 -1.280
H -5.708 -5.343 -1.845
H 2.790 2.111 2.144
H -3.744 -4.788 -3.371
H 7.772 -1.478 -1.908
H 3.236 5.540 -0.477
H -3.144 3.293 4.898
H -1.194 4.612 -1.886
H 2.165 3.393 -1.492
H 1.379 -3.267 -8.008
H -5.101 -6.358 -0.541
H 2.329 2.843 3.741
H -0.062 4.788 5.362
H -0.983 -5.132 -3.293
H -1.639 -4.224 3.747
H 0.813 -4.280 -6.636
H -3.414 -4.082 3.612
H 0.449 0.308 -0.374
H 6.849 1.755 -0.780
H 1.169 -5.328 3.987
H 4.955 0.675 -2.825
H 7.303 -0.849 -0.340
H -3.946 2.894 0.100
H -1.932 0.420 0.864
H 1.334 3.181 0.007
H 3.302 -0.709 -0.493
H -0.746 -1.440 -2.936
H 1.590 5.816 1.364
H 2.372 -3.979 1.427
H -0.007 -4.035 -2.402
H 6.743 2.265 -2.442
H -2.350 3.128 0.627
H 0.737 -2.531 1.881
H -5.540 3.442 3.278
H -3.088 0.896 -6.640
H -1.933 1.075 -2.795
H -3.209 3.843 2.859
H -1.224 -0.242 -3.882
H -0.774 5.251 1.848
H 3.795 5.784 3.791
H -1.111 2.259 -4.722
H 3.557 2.797 0.212
H -3.744 2.162 2.424
H -1.816 6.309 2.737
H 2.438 6.880 3.512
H -2.354 -2.749 3.162

=====

[5]
27
Properties=species:S:1:pos:R:3 method="wB97M-V/def2-TZVPD" homo_lumo_gap_ev="5.1 / 5.1" charge=0 multiplicity=1
La 0.573 -1.170 -0.731
P -0.183 -3.787 -0.586
N 0.111 0.033 1.130
N -0.190 -0.119 6.547
C -0.115 -0.123 5.381
C -0.026 -0.110 3.935
C 1.206 -0.388 1.890
C 1.130 -0.465 3.270
C -0.547 0.557 -3.475
C -1.023 0.523 3.193
C 0.927 2.334 -3.082
C -1.269 1.837 -3.532
C -0.923 0.629 1.833
C -0.404 2.845 -3.072
C 0.891 0.901 -3.302
H -1.237 -4.386 -1.374
H 1.814 2.989 -3.068
H -1.584 1.247 1.217
H 1.726 0.282 -3.699
H -1.890 0.933 3.709
H -0.669 3.901 -2.959
H -0.287 -4.435 0.702
H 2.174 -0.509 1.351
H 1.969 -0.834 3.867
H -2.327 2.034 -3.839
H 0.991 -4.415 -1.195
H -0.839 -0.303 -4.109

=====

[6]
210
Properties=species:S:1:pos:R:3 method="wB97M-V/def2-TZVPD" homo_lumo_gap_ev=8.5 charge=0 multiplicity=1 smiles=CC1(C)CCCC(C)(C)N1O.CC1(C)CCCC(C)(C)N1O.CC1(C)CCCC(C)(C)N1O.CC1(C)CCCC(C)(C)N1O.CC1(C)CCCC(C)(C)N1O.CC1(C)CCCC(C)(C)N1O.CC1(C)CCCC(C)(C)N1O
O 23.701 17.217 -15.306
O 21.283 13.182 -1.866
O 21.887 6.533 -3.357
O 25.236 17.125 -9.373
O 22.650 16.069 -8.380
O 14.694 11.523 -10.095
O 21.778 21.367 -9.539
N 21.599 14.060 -0.803
N 22.563 14.777 -7.880
N 26.168 17.809 -8.600
N 15.662 11.364 -9.085
N 24.012 16.079 -14.642
N 20.588 7.095 -3.422
N 20.415 21.344 -9.200
C 20.082 23.554 -10.336
C 25.745 19.188 -8.252
C 24.486 19.308 -7.337
C 26.441 16.049 -15.337
C 18.549 20.414 -7.848
C 20.171 18.892 -8.803
C 28.152 18.041 -7.150
C 26.860 20.058 -7.574
C 21.440 9.434 -3.848
C 21.177 13.780 -9.727
C 21.736 12.005 -7.117
C 23.721 13.646 -14.462
C 15.211 11.021 -7.704
C 23.686 12.694 -0.607
C 16.872 13.563 -9.284
C 23.672 14.006 -9.980
C 23.814 14.703 -2.019
C 19.599 5.068 -2.346
C 20.484 8.358 -4.253
C 16.935 12.046 -9.382
C 18.475 22.884 -8.540
C 19.073 8.955 -4.103
C 25.440 16.065 -14.146
C 22.676 15.549 -5.549
C 21.183 15.994 0.617
C 18.117 6.888 -3.316
C 25.399 19.894 -9.572
C 21.887 14.667 -6.552
C 14.255 12.132 -7.157
C 17.899 8.025 -4.328
C 25.622 14.847 -13.238
C 18.060 21.852 -7.464
C 20.063 20.287 -8.189
C 17.403 11.596 -10.797
C 23.685 14.618 -16.758
C 22.517 13.798 -8.993
C 19.539 5.404 -4.820
C 16.317 10.674 -6.702
C 27.685 19.291 -6.528
C 25.696 17.331 -13.364
C 20.439 15.197 -6.450
C 23.367 14.904 -15.291
C 17.538 11.571 -6.887
C 22.737 16.229 0.703
C 26.975 17.047 -7.671
C 18.015 11.569 -8.373
C 23.051 14.163 -0.761
C 21.981 13.135 -6.103
C 20.683 16.142 -1.892
C 20.717 15.225 -0.620
C 21.810 15.061 -15.210
C 27.653 15.981 -8.507
C 19.958 22.771 -9.004
C 26.153 16.454 -6.528
C 20.823 20.307 -6.795
C 25.120 13.530 -13.923
C 23.528 14.926 0.495
C 20.953 23.607 -8.072
C 19.498 6.097 -3.495
C 19.279 14.766 -0.307
C 22.627 12.363 -8.338
C 20.702 8.134 -5.751
C 14.409 9.776 -7.756
H 19.348 23.123 -11.016
H 19.970 7.538 -6.297
H 14.281 12.322 -9.760
H 25.927 17.148 -5.719
H 18.982 9.842 -4.729
H 28.778 17.541 -6.411
H 20.789 17.002 0.490
H 21.908 20.382 -6.866
H 17.276 6.196 -3.351
H 19.606 5.495 -1.343
H 21.185 13.063 -10.548
H 20.681 19.423 -6.174
H 24.169 20.351 -7.309
H 23.666 12.195 -8.054
H 16.933 8.529 -4.285
H 20.500 5.052 -5.194
H 13.477 12.281 -7.906
H 22.308 8.935 -3.418
H 18.329 11.166 -6.256
H 18.750 12.373 -8.334
H 18.510 10.646 -8.672
H 23.432 14.814 -10.671
H 20.626 21.269 -6.322
H 27.499 20.404 -8.386
H 19.629 18.856 -9.749
H 21.680 7.662 -5.843
H 23.404 14.372 -2.973
H 23.483 12.747 -15.030
H 16.626 13.850 -8.261
H 22.883 12.910 -5.534
H 18.124 7.366 -2.337
H 23.055 13.609 -13.599
H 23.832 15.788 -2.123
H 25.214 16.051 -6.908
H 16.990 21.886 -7.255
H 19.849 16.843 -1.854
H 17.388 10.507 -10.855
H 27.071 18.987 -5.680
H 21.934 11.009 -6.721
H 18.367 12.049 -11.025
H 27.437 16.434 -15.118
H 19.781 14.582 -7.063
H 20.624 9.063 -6.315
H 19.005 13.982 -1.013
H 23.310 14.256 1.327
H 21.066 23.349 -7.019
H 18.903 4.241 -2.486
H 25.723 17.014 -10.193
H 24.578 19.483 -10.160
H 24.700 14.232 -16.857
H 26.531 15.017 -15.675
H 23.134 16.883 -0.073
H 19.017 9.319 -3.077
H 17.740 14.018 -9.761
H 13.744 11.903 -6.222
H 25.187 12.708 -13.210
H 21.222 12.964 -5.339
H 21.878 20.921 -10.384
H 20.089 15.035 -5.431
H 24.526 14.356 -9.400
H 25.054 20.923 -9.467
H 17.398 12.574 -6.483
H 19.058 4.454 -4.584
H 24.726 12.637 -0.286
H 21.559 16.778 -2.025
H 14.200 9.482 -6.727
H 15.015 8.978 -8.183
H 21.978 23.714 -8.425
H 20.653 15.606 -2.841
H 18.338 19.753 -7.008
H 20.330 13.500 -9.100
H 18.582 22.091 -6.538
H 23.745 15.338 -5.590
H 26.079 16.680 -16.149
H 15.939 10.918 -5.710
H 25.804 13.280 -14.734
H 16.102 14.086 -9.851
H 24.159 17.168 -16.148
H 28.566 19.797 -6.134
H 26.788 15.656 -6.141
H 22.374 15.507 -4.503
H 26.696 14.663 -13.198
H 18.954 5.889 -5.602
H 22.104 6.616 -2.426
H 21.007 14.797 -10.080
H 21.394 15.835 -15.854
H 20.873 15.540 1.558
H 19.990 24.638 -10.267
H 28.538 15.661 -7.957
H 28.878 18.212 -7.944
H 21.196 18.747 -9.144
H 21.032 10.080 -3.069
H 26.424 20.953 -7.130
H 17.804 22.742 -9.386
H 25.102 14.860 -12.280
H 24.682 18.973 -6.319
H 21.043 23.493 -10.847
H 14.787 13.070 -6.995
H 27.979 16.372 -9.471
H 24.911 17.652 -12.679
H 21.723 10.026 -4.718
H 17.984 7.602 -5.329
H 27.129 15.037 -8.650
H 20.704 11.977 -7.466
H 23.154 12.286 0.252
H 22.652 16.541 -6.001
H 19.896 18.088 -8.120
H 26.273 19.948 -10.221
H 20.587 4.654 -2.545
H 18.001 20.074 -8.726
H 24.876 14.470 -1.937
H 13.396 9.905 -8.138
H 25.785 18.149 -14.080
H 21.668 15.340 -14.166
H 22.984 13.973 -17.288
H 18.670 15.653 -0.136
H 23.553 16.303 -8.155
H 23.709 18.670 -7.758
H 24.595 15.129 0.415
H 22.892 16.777 1.631
H 22.413 11.607 -9.093
H 21.362 13.793 -2.603
H 19.258 14.201 0.625
H 20.767 24.681 -8.063
H 20.399 16.180 -6.919
H 21.306 14.120 -15.431
H 23.519 12.011 -1.440
H 16.716 11.934 -11.572
H 23.721 15.575 -17.277
H 18.317 23.868 -8.097
H 16.595 9.625 -6.795
H 24.048 13.070 -10.394
H 26.637 17.307 -12.813

=====

Listing ΔE to the lowest compared entry with this formula, charge and spin for the structures above in their given order: 1.226; 0.093; 0.178; 1.367; 2.799; 4.904 eV.